P | Here is a cluster of 2 separate species, C3H5N3O in total from OMol25. Energies are from ωB97M-V/def2-TZVPD.

Each line ends with the Löwdin charge.
Atoms and positions in Å:
N  -1.977  -0.843  0.983  0.082
C  -0.783  -1.455  1.029  -0.385
N  0.270  -1.940  1.096  0.124
C  1.657  0.431  0.046  -0.082
O  2.117  -0.465  -0.781  0.018
C  0.709  1.330  -0.637  -0.252
N  -0.559  1.326  -0.474  0.068
H  -2.721  -1.430  0.631  0.096
H  -1.881  0.055  0.499  0.050
H  2.735  -1.032  -0.289  0.113
H  1.241  2.121  -1.190  0.114
H  -0.974  2.124  -0.951  0.056

Summary:
- 2S+1: 1
- LUMO: 0.32 eV

***

Q | Here is the molecule C3H5N3O from OMol25. Energies are from ωB97M-V/def2-TZVPD.

Each line ends with the Löwdin charge.
Atoms and positions in Å:
N  2.103  0.625  -0.401  0.091
C  0.797  0.195  -0.155  -0.422
C  0.402  -1.076  0.142  -0.078
N  -0.998  -1.010  0.200  0.102
C  -1.313  0.276  -0.046  -0.488
O  -2.599  0.658  -0.024  0.097
N  -0.281  1.050  -0.265  0.162
H  2.761  -0.143  -0.352  0.080
H  2.403  1.402  0.172  0.082
H  0.959  -1.822  0.682  0.100
H  -1.647  -1.779  0.142  0.154
H  -2.588  1.623  -0.094  0.120

Summary:
- 2S+1: 1
- Structure (SMILES): Nc1c[nH]c(O)n1
- LUMO: 0.87 eV

***

Relative stability in hartree, measured from the most stable structure: P 0.1362; Q 0.0000

***

P | Here is the molecule C3H5N3O from OMol25. Energies are from ωB97M-V/def2-TZVPD.

Each line ends with the Löwdin charge.
Atoms and positions in Å:
C  -2.016  0.449  0.019  -0.029
N  1.494  -0.673  0.284  -0.028
C  -0.682  -0.217  0.072  -0.407
O  2.734  -0.928  -0.254  0.012
N  -0.387  -1.410  0.215  0.243
C  0.618  0.656  -0.067  -0.449
N  0.957  1.752  -0.378  0.137
H  2.610  -0.837  -1.212  0.123
H  1.664  -0.700  1.295  0.140
H  -2.037  1.106  -0.852  0.088
H  -2.129  1.078  0.904  0.091
H  -2.827  -0.275  -0.026  0.078

Summary:
- 2S+1: 1
- LUMO (spin up / spin down): -1.05 / -0.89 eV

***

Q | Here is the molecule C3H5N3O from OMol25. Energies are from ωB97M-V/def2-TZVPD.

Each line ends with the Löwdin charge.
Atoms and positions in Å:
H  3.867  0.078  -0.670  0.037
N  2.850  0.090  -0.605  0.084
C  2.489  -0.320  0.541  -0.328
N  1.157  -0.387  0.921  0.100
C  0.164  -0.180  0.220  -0.183
N  -0.822  0.034  -0.428  0.151
C  -2.254  -0.120  -0.356  -0.280
O  -2.850  0.932  0.341  -0.032
H  3.161  -0.640  1.343  0.107
H  -2.633  -0.209  -1.380  0.120
H  -2.494  -1.033  0.196  0.128
H  -2.635  1.753  -0.122  0.097

Summary:
- 2S+1: 1
- Structure (SMILES): [H]/N=C/N=C=NCO
- LUMO: 0.74 eV

***

Relative stability in hartree, measured from the most stable structure: P 0.1610; Q 0.0000

***

P | Here is a structure of composition C4H5NO2S from OMol25. Energies are from ωB97M-V/def2-TZVPD.

Each line ends with the Löwdin charge.
Atoms and positions in Å:
C  -1.521  1.133  -0.426  -0.100
C  -2.405  0.126  -0.447  -0.376
C  -0.257  0.748  0.207  -0.562
C  2.163  -1.283  0.147  -0.170
N  -0.195  -0.503  0.500  -0.276
O  0.699  1.610  0.290  0.110
O  2.384  -0.460  -0.710  -0.026
S  -1.594  -1.283  0.101  0.961
H  -1.525  2.157  -0.516  0.086
H  -3.452  -0.026  -0.746  0.078
H  1.728  -2.229  -0.106  0.070
H  2.406  -1.185  1.178  0.072
H  1.569  1.193  0.527  0.132

Summary:
- 2S+1: 1
- LUMO: 0.79 eV

***

Q | Here is the molecule C4H5NO2S from OMol25. Energies are from ωB97M-V/def2-TZVPD.

Each line ends with the Löwdin charge.
Atoms and positions in Å:
C  -1.497  -0.694  1.193  -0.275
C  0.146  -0.274  -0.841  -0.617
C  0.952  1.013  -0.826  -0.061
C  -0.121  -0.734  1.141  -0.695
N  -2.655  -0.758  1.278  0.155
O  -0.524  -0.332  -2.091  0.000
O  0.585  -0.107  2.092  0.028
S  0.700  -1.710  -0.035  1.065
H  1.765  0.910  -1.654  0.131
H  1.213  1.208  0.113  0.013
H  0.483  1.892  -1.198  0.072
H  -1.272  -0.858  -1.954  0.060
H  0.225  0.443  2.783  0.124

Summary:
- 2S+1: 1
- LUMO: 0.20 eV

***

R | Here is the molecule C4H5NO2S from OMol25. Energies are from ωB97M-V/def2-TZVPD.

Each line ends with the Löwdin charge.
Atoms and positions in Å:
O  -1.411  1.959  -1.148  0.164
C  -0.799  0.984  -0.834  -0.421
C  0.342  0.945  0.079  -0.192
C  0.372  0.107  1.342  -0.461
S  1.272  -1.477  1.033  0.855
N  0.453  -2.040  -0.366  -0.299
C  -0.537  -1.550  -1.112  -0.190
O  -1.212  -0.329  -1.223  0.024
H  0.447  2.010  0.466  0.144
H  1.373  0.741  -0.262  0.122
H  1.046  0.686  2.044  0.093
H  -0.534  -0.056  1.942  0.087
H  -0.813  -1.980  -1.960  0.075

Summary:
- 2S+1: 1
- Structure (SMILES): O=C1CCSN=CO1
- LUMO: 0.45 eV

***

S | Here is the molecule C4H5NO2S from OMol25. Energies are from ωB97M-V/def2-TZVPD.

Each line ends with the Löwdin charge.
Atoms and positions in Å:
C  0.698  -0.153  0.954  -0.112
C  1.311  -0.130  2.113  -0.142
C  -0.511  0.655  0.637  -0.517
C  -1.003  0.361  -0.741  -0.042
N  -1.171  1.315  1.444  0.197
O  1.113  2.129  3.729  -0.312
O  -0.023  0.122  4.395  -0.314
S  0.464  0.923  3.334  0.755
H  1.242  -0.530  0.004  0.155
H  2.123  -0.631  2.617  0.100
H  -0.967  -0.630  -0.895  0.038
H  -0.517  1.003  -1.540  0.121
H  -2.001  0.742  -0.732  0.073

Summary:
- 2S+1: 1
- LUMO (spin up / spin down): -0.80 / -1.00 eV

***

Relative stability in hartree, measured from the most stable structure: P 0.0000; Q 0.0816; R 0.0154; S 0.1021